{"formula": "C39H70N3O9", "method": "ωB97M-V/def2-TZVPD", "total_energy_ev": -64459.882, "homo_lumo_gap_ev": 6.8, "largest_force_ev_per_a": 3.415, "charge": 1, "elements": ["C", "C", "C", "N", "C", "C", "C", "O", "N", "O", "C", "C", "N", "C", "C", "C", "H", "H", "H", "H", "H", "H", "H", "H", "H", "H", "H", "H", "H", "H", "C", "C", "C", "O", "C", "H", "H", "H", "H", "H", "H", "H", "H", "C", "C", "C", "O", "C", "H", "H", "H", "H", "H", "H", "H", "H", "C", "C", "C", "O", "C", "H", "H", "H", "H", "H", "H", "H", "H", "C", "C", "C", "O", "C", "H", "H", "H", "H", "H", "H", "H", "H", "C", "C", "C", "O", "C", "H", "H", "H", "H", "H", "H", "H", "H", "C", "C", "C", "O", "C", "H", "H", "H", "H", "H", "H", "H", "H", "C", "C", "C", "O", "C", "H", "H", "H", "H", "H", "H", "H", "H"], "xyz": [[-0.698, -2.064, -7.549], [-1.217, -1.544, -6.578], [-1.682, -0.920, -5.231], [-0.772, -1.255, -4.082], [0.563, -0.835, -4.218], [1.542, -1.090, -3.132], [3.075, -0.688, -3.171], [3.790, -1.816, -2.580], [4.747, -2.289, -3.442], [5.539, -2.942, -2.864], [1.058, -1.817, -1.900], [-0.378, -2.232, -1.829], [-0.807, -2.908, -0.596], [-1.276, -1.765, 0.296], [-0.132, -1.163, 1.211], [-1.280, -1.940, -2.980], [-0.011, -2.527, -8.309], [-2.768, -1.122, -4.998], [-1.598, 0.207, -5.353], [0.875, -0.293, -5.148], [3.459, -0.430, -4.197], [3.227, 0.163, -2.428], [1.785, -2.012, -1.065], [-1.627, -3.460, -0.884], [-2.084, -2.164, 0.973], [-1.626, -0.948, -0.406], [-0.384, -0.075, 1.431], [0.896, -1.160, 0.750], [-0.047, -1.673, 2.213], [-2.363, -2.270, -2.958], [2.691, 2.611, 3.053], [1.584, 3.499, 3.586], [0.358, 2.903, 2.922], [0.620, 1.503, 2.745], [2.010, 1.256, 2.996], [3.590, 2.610, 3.671], [2.970, 2.932, 2.044], [1.511, 3.390, 4.672], [1.720, 4.557, 3.358], [0.190, 3.339, 1.931], [-0.546, 3.035, 3.518], [2.089, 0.731, 3.954], [2.417, 0.613, 2.212], [5.019, -3.534, 1.217], [4.272, -4.817, 1.526], [2.923, -4.295, 1.982], [2.697, -3.063, 1.280], [3.918, -2.661, 0.645], [5.856, -3.667, 0.531], [5.401, -3.095, 2.143], [4.155, -5.407, 0.611], [4.762, -5.442, 2.273], [2.924, -4.075, 3.055], [2.110, -4.992, 1.771], [3.804, -2.822, -0.430], [4.092, -1.596, 0.822], [0.485, 3.961, -2.000], [-0.743, 4.661, -2.544], [-1.429, 5.124, -1.274], [-0.395, 5.367, -0.308], [0.836, 4.826, -0.804], [1.301, 3.880, -2.721], [0.220, 2.952, -1.667], [-0.442, 5.526, -3.144], [-1.377, 4.023, -3.162], [-2.087, 4.348, -0.874], [-2.013, 6.035, -1.422], [1.477, 5.665, -1.096], [1.336, 4.264, -0.012], [7.120, -8.434, 4.896], [6.343, -7.636, 5.923], [5.470, -6.759, 5.045], [5.212, -7.500, 3.844], [6.083, -8.640, 3.808], [7.524, -9.371, 5.281], [7.952, -7.835, 4.511], [5.718, -8.308, 6.519], [6.974, -7.064, 6.603], [5.989, -5.836, 4.765], [4.524, -6.497, 5.523], [5.477, -9.531, 4.001], [6.528, -8.731, 2.815], [-2.424, 4.026, 7.895], [-2.232, 2.601, 7.416], [-1.347, 2.796, 6.199], [-0.549, 3.959, 6.449], [-1.070, 4.643, 7.597], [-2.704, 4.102, 8.946], [-3.198, 4.517, 7.298], [-1.699, 2.022, 8.177], [-3.165, 2.085, 7.186], [-1.944, 2.986, 5.299], [-0.697, 1.938, 6.011], [-0.372, 4.487, 8.426], [-1.132, 5.713, 7.391], [-6.198, 3.872, -1.274], [-6.000, 2.452, -1.764], [-5.113, 2.658, -2.978], [-4.319, 3.822, -2.718], [-4.846, 4.495, -1.565], [-6.481, 3.940, -0.223], [-6.973, 4.365, -1.869], [-5.467, 1.869, -1.005], [-6.931, 1.934, -1.999], [-5.708, 2.851, -3.877], [-4.459, 1.803, -3.170], [-4.151, 4.336, -0.736], [-4.912, 5.567, -1.763], [-5.345, 1.778, -7.711], [-6.190, 0.805, -6.914], [-5.165, -0.228, -6.488], [-3.911, 0.461, -6.358], [-4.040, 1.769, -6.938], [-5.782, 2.773, -7.795], [-5.184, 1.389, -8.721], [-6.603, 1.307, -6.034], [-7.017, 0.375, -7.480], [-5.043, -1.006, -7.249], [-5.421, -0.707, -5.539], [-4.058, 2.498, -6.120], [-3.175, 1.978, -7.571]], "lowdin_charge": [0.109, -0.088, -0.123, -0.072, 0.057, -0.059, -0.103, -0.148, -0.037, 0.083, 0.132, -0.172, -0.006, -0.221, -0.083, 0.080, 0.072, 0.123, 0.140, 0.155, 0.136, 0.150, 0.111, 0.107, 0.125, 0.105, 0.071, 0.052, 0.093, 0.160, -0.170, -0.160, -0.183, -0.170, -0.201, 0.116, 0.108, 0.109, 0.121, 0.106, 0.099, 0.122, 0.106, -0.161, -0.160, -0.189, -0.170, -0.217, 0.116, 0.118, 0.120, 0.100, 0.120, 0.120, 0.082, 0.118, -0.182, -0.170, -0.200, -0.133, -0.205, 0.110, 0.108, 0.120, 0.105, 0.099, 0.124, 0.122, 0.102, -0.176, -0.176, -0.212, -0.159, -0.202, 0.116, 0.116, 0.117, 0.115, 0.114, 0.117, 0.118, 0.117, -0.175, -0.174, -0.219, -0.150, -0.200, 0.115, 0.116, 0.117, 0.114, 0.110, 0.119, 0.119, 0.118, -0.167, -0.173, -0.212, -0.149, -0.207, 0.118, 0.119, 0.115, 0.115, 0.111, 0.110, 0.101, 0.124, -0.163, -0.166, -0.200, -0.197, -0.190, 0.121, 0.120, 0.110, 0.120, 0.122, 0.115, 0.114, 0.121]}